# 1
C14H14N2PtSSe2 | ωB97M-V with the def2-TZVPD basis set

Properties
E_HOMO (spin up / spin down) ... -0.2833 / -0.2915 Ha
LUMO (spin up / spin down) ... -1.733 / -1.856 eV
Calculated total energy ... -5971.63978 hartree
ΔE to the lowest compared entry with this formula, charge and spin ... 21.85 kcal/mol
Frontier orbital gap (spin up / spin down) ... 0.220 / 0.223 Eh

Cartesian coordinates (Å):
Pt -1.48748 1.31428 0.81936
C -1.91987 -0.45040 3.81077
Se -2.87498 0.93061 2.85420
C -4.26666 -0.16996 2.08643
C -3.77548 -1.33406 1.24786
Se -2.61071 -0.82865 -0.23791
C -1.09712 -1.98580 0.16372
H -2.56125 -0.81274 4.61078
H -1.02894 0.01254 4.22658
H -1.63022 -1.26049 3.14912
H -4.85498 0.53544 1.50015
H -4.88875 -0.53776 2.90303
H -4.64414 -1.82505 0.81022
H -3.23249 -2.07771 1.82718
H -1.42074 -3.02394 0.17118
H -0.64084 -1.69550 1.10248
H -0.38095 -1.81931 -0.63668
S -2.88241 3.26124 0.50459
C -3.11999 2.99147 -1.15689
N -3.28433 2.81213 -2.28622
N 7.34226 -0.34050 -3.53027
C 6.30429 -0.11064 -3.09361
C 4.99890 0.17613 -2.53675
C 3.93123 -0.67511 -2.80251
C 2.69351 -0.41841 -2.24317
C 2.50459 0.68326 -1.40487
C 3.57958 1.54568 -1.16903
C 4.81850 1.29522 -1.72851
C 1.23285 0.91828 -0.78180
C 0.18384 1.12155 -0.19959
H 4.07722 -1.53278 -3.44500
H 1.85680 -1.07114 -2.45340
H 3.42739 2.41314 -0.54146
H 5.65136 1.95900 -1.54001

Atom charges from the Mulliken analysis, given in e for atoms 1 to 8: number 1, Pt, carries 0.68; number 2, C, carries -0.94; number 3, Se, carries 0.07; number 4, C, carries -0.75; number 5, C, carries -0.72; number 6, Se, carries -0.01; number 7, C, carries -0.79; number 8, H, carries 0.37

# 2
C5H13N3 | ωB97M-V with the def2-TZVPD basis set

Properties
E_HOMO ... -0.2348 Ha
LUMO ... 1.076 eV
Calculated total energy ... -362.45844 hartree
ΔE to the lowest compared entry with this formula, charge and spin ... 77.71 kcal/mol
Frontier orbital gap ... 0.274 Eh

Cartesian coordinates (Å):
C 1.79943 1.22357 -0.39052
C 0.37665 1.09092 0.05811
N 0.08042 1.64031 1.26641
N -0.67438 1.11712 -0.84667
H 0.70606 1.45577 2.03546
H -0.90127 1.67745 1.49716
H -0.31074 1.16309 -1.79384
H 2.02029 0.47204 -1.14529
H 1.91137 2.22123 -0.83221
H 2.50113 1.12708 0.43865
C -2.30565 -0.70068 0.14915
N 1.24073 -1.77892 -0.43877
C 0.20146 -1.06225 0.26880
C -0.95362 -0.67459 -0.50493
H 2.13836 -1.68994 0.02214
H 1.05210 -2.77523 -0.52615
H 0.00655 -1.33582 1.30824
H -0.95829 -1.00003 -1.54380
H -2.26161 -0.27451 1.15401
H -2.62225 -1.74322 0.25456
H -3.04676 -0.15339 -0.43051

Atom charges from the Mulliken analysis, given in e for atoms 1 to 8: number 1, C, carries -1.56; number 2, C, carries 0.82; number 3, N, carries -0.42; number 4, N, carries -0.79; number 5, H, carries 0.23; number 6, H, carries 0.29; number 7, H, carries 0.28; number 8, H, carries 0.44

# 3
C30H55BBrCl2F2IKLiN3NaO25P2S3V | ωB97M-V with the def2-TZVPD basis set

Properties
E_HOMO ... -0.3048 Ha
Charge ... +1
LUMO ... -7.319 eV
Calculated total energy ... -10827.73232 hartree
Frontier orbital gap ... 0.036 Eh

Cartesian coordinates (Å):
C 0.83423 -4.58107 0.59007
C 0.42841 -3.65514 -0.24604
N 0.14676 -2.38427 -1.02577
C -1.09601 -1.62321 -0.63372
B -2.05194 -1.49668 -2.00425
O -3.52751 -1.39251 -1.93339
C -1.54607 -1.30941 -3.53599
C -2.75771 -1.58599 -4.62022
C -2.07288 -2.32829 0.43901
I -3.03078 -4.20907 -0.25927
C -1.57743 -2.51140 1.95838
C -1.94705 -3.94241 2.66173
C -0.83440 -0.03683 -0.28631
Br 0.25255 0.28748 1.38683
C -2.09642 0.91541 -0.06130
C -2.50579 1.21035 1.50807
C -1.65699 2.39959 -0.64479
C -2.71701 3.57404 -0.19294
C -4.24597 3.25234 -0.63292
O -0.09429 0.50642 -1.40222
C 1.20372 -0.03580 -1.66646
O 2.29490 0.79518 -1.09523
P 1.46789 0.35814 -3.56960
C 0.41501 1.91920 -4.01705
C 3.25968 1.05554 -3.78959
C 1.40427 -1.63911 -1.33402
C 2.74019 -1.98979 -0.52131
C 2.79738 -1.91554 1.06631
C 3.57887 -0.61651 1.68771
C 5.13957 -1.09223 2.02325
S 5.36915 -1.71770 3.76582
O 6.87134 -1.96557 3.93209
O 4.87599 -0.73917 4.83838
Cl 4.37430 -3.52084 4.02474
P 1.94663 -2.33289 -3.09758
N 3.67359 -2.12524 -3.35421
O 1.77391 -4.08099 -3.07757
H 1.35611 -5.30816 1.30440
H -0.14085 -2.86096 -1.92919
H -3.75117 -0.48296 -2.24617
H -0.71853 -2.03176 -3.87764
H -1.30360 -0.19004 -3.66642
H -3.54663 -0.74032 -4.61137
H -2.24723 -1.71759 -5.65651
H -3.21092 -2.60807 -4.28306
H -2.98962 -1.60729 0.54242
H -0.41699 -2.42946 2.07428
H -1.99381 -1.72244 2.71217
H -1.54195 -3.83430 3.75602
H -3.08356 -4.10760 2.78902
H -1.38083 -4.83725 2.22038
H -3.08929 0.71129 -0.56984
H -1.91832 2.08813 1.97079
H -3.61435 1.58713 1.48211
H -2.54166 0.26142 2.15269
H -1.72170 2.43251 -1.81143
H -0.63798 2.74333 -0.23671
H -2.58974 3.89280 0.90269
H -2.39601 4.50229 -0.82805
H -4.70242 4.26954 -0.97671
H -4.90017 2.80914 0.20036
H -4.18333 2.60098 -1.58783
H 1.83336 1.64112 -0.86487
H 0.04976 2.49065 -3.08884
H 1.05444 2.59569 -4.72041
H -0.45604 1.53548 -4.69196
H 3.20628 2.20776 -3.61711
H 3.55878 0.79909 -4.87785
H 4.01574 0.54929 -3.08903
H 3.64911 -1.34587 -0.88293
H 3.05569 -3.07430 -0.83148
H 3.45218 -2.82054 1.42033
H 1.77662 -2.11076 1.59898
H 3.68526 0.26916 0.94265
H 3.02866 -0.29733 2.68592
H 5.82157 -0.13684 1.87355
H 5.39420 -1.88553 1.21862
H 4.18519 -2.93238 -2.93789
H 3.91867 -2.13446 -4.36081
H 1.44406 -4.31632 -3.99543
N -3.98720 5.13794 4.67174
S -4.19206 6.69628 4.69136
O -5.52507 7.18800 4.95765
O -3.38921 7.49219 3.78904
F -3.47405 7.03908 6.09182
S -4.65800 4.48043 3.41091
O -4.77795 3.03238 3.50598
O -4.27757 4.96519 2.10719
F -6.18111 4.92255 3.51519
O -0.47648 -4.97187 -4.97760
Cl -1.71786 -5.27240 -5.66072
O -1.98113 -4.24421 -6.65766
O -2.79898 -5.29904 -4.70114
O -1.61519 -6.55733 -6.30675
K 3.82604 1.46475 2.76264
O 0.47290 -3.42127 -6.90169
H 0.70658 -2.76445 -6.24869
Li -3.21176 9.01265 6.03115
O -0.79749 5.00936 5.09223
C -0.80835 4.21370 5.99810
O 0.26962 3.92372 6.77447
C -0.06432 2.86247 7.67549
C -1.57017 2.88971 7.78013
C -1.98455 3.36901 6.40590
H 0.30690 1.92118 7.25897
H 0.41508 3.03499 8.64096
H -2.00026 1.92431 8.05731
H -1.87683 3.62391 8.53257
H -2.09049 2.53956 5.69969
H -2.90050 3.96283 6.44670
O 4.43008 6.87999 6.25483
V 4.44730 5.55832 5.11975
O 4.46024 4.23049 3.97812
C 1.55619 -0.77262 -10.51925
C 1.93381 -1.92103 -9.63638
O 1.98823 -1.33038 -8.34703
C 1.19883 -0.22243 -8.38168
O 0.88704 0.41962 -7.41053
O 0.80676 0.06597 -9.65253
H 0.95386 -1.08459 -11.37446
H 2.42741 -0.21830 -10.88136
H 1.17787 -2.71191 -9.63119
H 2.89858 -2.35470 -9.90641
C 3.68638 -4.91871 7.62284
O 2.64129 -4.25257 7.84833
O 4.66794 -4.13595 7.12728
O 3.93469 -6.12800 7.77906
H 4.09562 -3.34301 7.16618
Na -4.33173 2.16393 5.91301

Atom charges from the Mulliken analysis, given in e for atoms 1 to 8: number 1, C, carries -1.22; number 2, C, carries 0.35; number 3, N, carries 1.35; number 4, C, carries 1.13; number 5, B, carries -0.78; number 6, O, carries -0.76; number 7, C, carries 1.29; number 8, C, carries -1.03

# 4
C7H11FNO | ωB97M-V with the def2-TZVPD basis set

Properties
E_HOMO ... -0.5157 Ha
Charge ... +1
LUMO ... -5.042 eV
Calculated total energy ... -502.78992 hartree
ΔE to the lowest compared entry with this formula, charge and spin ... 48.05 kcal/mol
Frontier orbital gap ... 0.330 Eh

Cartesian coordinates (Å):
C 0.38912 1.85915 -0.76287
C -0.20880 0.75743 -1.42271
C 0.89871 -1.25635 0.57030
C 0.72493 1.96229 0.49380
C 0.54984 1.09085 1.71733
C 0.07920 -0.43001 1.47474
C -1.01611 -1.39543 -1.86497
N -0.32891 -0.41289 -1.12117
O -1.31255 -0.53291 1.20635
F 0.62859 -2.45482 0.49067
H 0.50296 2.74597 -1.48739
H -0.60608 0.96838 -2.45921
H 1.96042 -0.96481 0.54407
H 1.13372 2.93764 0.81329
H 1.51546 1.07233 2.27725
H -0.21121 1.53384 2.32613
H 0.25920 -0.95801 2.35573
H -1.13245 -0.99448 -2.89021
H -2.03825 -1.65687 -1.41782
H -0.29195 -2.36295 -1.94384
H -1.49585 -1.50837 1.10053

Atom charges from the Mulliken analysis, given in e for atoms 1 to 8: number 1, C, carries -0.45; number 2, C, carries 0.49; number 3, C, carries 0.14; number 4, C, carries -0.45; number 5, C, carries -0.84; number 6, C, carries -0.28; number 7, C, carries -0.91; number 8, N, carries 0.02

# 5
C17H14ClN5O2S | ωB97M-V with the def2-TZVPD basis set

Properties
E_HOMO ... -0.3094 Ha
Structure (SMILES) ... CN(C)NC(=O)Nc1cccc2c1C(=O)c1c-2n[nH]c1-c1csc(Cl)c1
LUMO ... -0.548 eV
Calculated total energy ... -1938.82011 hartree
Frontier orbital gap ... 0.289 Eh

Cartesian coordinates (Å):
O 0.33532 0.40416 -0.72047
O 1.72757 -3.71940 2.01635
Cl -0.83610 2.84134 -5.30017
N -1.77586 3.28209 2.27418
S -2.48127 4.75947 -3.46747
C -0.12475 0.85012 0.32785
C 1.71143 -3.03055 1.02940
C -1.09692 2.20075 1.95592
C -2.48870 4.44413 -1.77515
C -1.36213 3.41848 -3.73858
C -0.97897 2.84085 -2.57058
C -1.65720 3.44259 -1.41700
C -0.84687 2.05147 0.57916
C -1.49155 3.05616 -0.03788
C 0.09564 -0.45372 4.31257
C -0.62095 0.68337 3.94255
C 0.72698 -1.26358 3.37155
C -0.57851 1.04329 2.60347
C 0.05120 0.23479 1.64544
C 0.66191 -0.92945 2.00445
N -2.02791 3.78099 1.03406
N 1.22967 -1.72076 0.97120
N 1.89232 -3.70678 -0.13001
N 1.40238 -3.13570 -1.36943
C 2.40382 -2.43525 -2.20504
C 0.36899 -3.89966 -2.14258
H -3.12081 5.03836 -1.11744
H -0.28327 2.04500 -2.50435
H 0.20050 -0.68886 5.36050
H -1.12810 1.29327 4.67705
H 1.24552 -2.10759 3.72194
H -2.40055 4.70408 0.92912
H 1.09857 -1.44077 0.03117
H 1.97001 -4.71093 -0.03689
H 1.90511 -1.90182 -2.98611
H 3.05045 -3.20450 -2.65774
H 2.97203 -1.75921 -1.59827
H 0.78478 -4.79550 -2.67457
H -0.41206 -4.26323 -1.49625
H -0.12170 -3.24754 -2.84195

Atom charges from the Mulliken analysis, given in e for atoms 1 to 8: number 1, O, carries -0.78; number 2, O, carries -0.67; number 3, Cl, carries -0.20; number 4, N, carries -1.06; number 5, S, carries -0.16; number 6, C, carries 0.81; number 7, C, carries 0.22; number 8, C, carries 0.43

> What is the calculated total energy in the second record?

-362.45844 hartree

> Which of these has the highest calculated total energy?

C5H13N3

What did the fifth record say?
C17H14ClN5O2S | ωB97M-V with the def2-TZVPD basis set

Properties
E_HOMO ... -0.3094 Ha
Structure (SMILES) ... CN(C)NC(=O)Nc1cccc2c1C(=O)c1c-2n[nH]c1-c1csc(Cl)c1
LUMO ... -0.548 eV
Calculated total energy ... -1938.82011 hartree
Frontier orbital gap ... 0.289 Eh

Cartesian coordinates (Å):
O 0.33532 0.40416 -0.72047
O 1.72757 -3.71940 2.01635
Cl -0.83610 2.84134 -5.30017
N -1.77586 3.28209 2.27418
S -2.48127 4.75947 -3.46747
C -0.12475 0.85012 0.32785
C 1.71143 -3.03055 1.02940
C -1.09692 2.20075 1.95592
C -2.48870 4.44413 -1.77515
C -1.36213 3.41848 -3.73858
C -0.97897 2.84085 -2.57058
C -1.65720 3.44259 -1.41700
C -0.84687 2.05147 0.57916
C -1.49155 3.05616 -0.03788
C 0.09564 -0.45372 4.31257
C -0.62095 0.68337 3.94255
C 0.72698 -1.26358 3.37155
C -0.57851 1.04329 2.60347
C 0.05120 0.23479 1.64544
C 0.66191 -0.92945 2.00445
N -2.02791 3.78099 1.03406
N 1.22967 -1.72076 0.97120
N 1.89232 -3.70678 -0.13001
N 1.40238 -3.13570 -1.36943
C 2.40382 -2.43525 -2.20504
C 0.36899 -3.89966 -2.14258
H -3.12081 5.03836 -1.11744
H -0.28327 2.04500 -2.50435
H 0.20050 -0.68886 5.36050
H -1.12810 1.29327 4.67705
H 1.24552 -2.10759 3.72194
H -2.40055 4.70408 0.92912
H 1.09857 -1.44077 0.03117
H 1.97001 -4.71093 -0.03689
H 1.90511 -1.90182 -2.98611
H 3.05045 -3.20450 -2.65774
H 2.97203 -1.75921 -1.59827
H 0.78478 -4.79550 -2.67457
H -0.41206 -4.26323 -1.49625
H -0.12170 -3.24754 -2.84195

Atom charges from the Mulliken analysis, given in e for atoms 1 to 8: number 1, O, carries -0.78; number 2, O, carries -0.67; number 3, Cl, carries -0.20; number 4, N, carries -1.06; number 5, S, carries -0.16; number 6, C, carries 0.81; number 7, C, carries 0.22; number 8, C, carries 0.43

Copy entry 1 word for word.
C14H14N2PtSSe2 | ωB97M-V with the def2-TZVPD basis set

Properties
E_HOMO (spin up / spin down) ... -0.2833 / -0.2915 Ha
LUMO (spin up / spin down) ... -1.733 / -1.856 eV
Calculated total energy ... -5971.63978 hartree
ΔE to the lowest compared entry with this formula, charge and spin ... 21.85 kcal/mol
Frontier orbital gap (spin up / spin down) ... 0.220 / 0.223 Eh

Cartesian coordinates (Å):
Pt -1.48748 1.31428 0.81936
C -1.91987 -0.45040 3.81077
Se -2.87498 0.93061 2.85420
C -4.26666 -0.16996 2.08643
C -3.77548 -1.33406 1.24786
Se -2.61071 -0.82865 -0.23791
C -1.09712 -1.98580 0.16372
H -2.56125 -0.81274 4.61078
H -1.02894 0.01254 4.22658
H -1.63022 -1.26049 3.14912
H -4.85498 0.53544 1.50015
H -4.88875 -0.53776 2.90303
H -4.64414 -1.82505 0.81022
H -3.23249 -2.07771 1.82718
H -1.42074 -3.02394 0.17118
H -0.64084 -1.69550 1.10248
H -0.38095 -1.81931 -0.63668
S -2.88241 3.26124 0.50459
C -3.11999 2.99147 -1.15689
N -3.28433 2.81213 -2.28622
N 7.34226 -0.34050 -3.53027
C 6.30429 -0.11064 -3.09361
C 4.99890 0.17613 -2.53675
C 3.93123 -0.67511 -2.80251
C 2.69351 -0.41841 -2.24317
C 2.50459 0.68326 -1.40487
C 3.57958 1.54568 -1.16903
C 4.81850 1.29522 -1.72851
C 1.23285 0.91828 -0.78180
C 0.18384 1.12155 -0.19959
H 4.07722 -1.53278 -3.44500
H 1.85680 -1.07114 -2.45340
H 3.42739 2.41314 -0.54146
H 5.65136 1.95900 -1.54001

Atom charges from the Mulliken analysis, given in e for atoms 1 to 8: number 1, Pt, carries 0.68; number 2, C, carries -0.94; number 3, Se, carries 0.07; number 4, C, carries -0.75; number 5, C, carries -0.72; number 6, Se, carries -0.01; number 7, C, carries -0.79; number 8, H, carries 0.37